Entry 1:
This record from OMol25 describes a cluster of 7 separate species, C37H94N6O in total in a non-equilibrium geometry. The level of theory is the ωB97M-V functional and the def2-TZVPD basis.

Summary:
**Kohn-Sham gap**: 8.414 eV
**LUMO energy**: 0.0212 Ha
**Relative energy (zero: lowest compared OMol25 entry of this formula, charge and spin)**: 80.1 kcal per mole
**SMILES string**: CCN(CC)CC.CCN(CC)CC.CCN(CC)CC.CCN(CC)CC.CCN(CC)CC.CCN(CC)CC.CO
**E_tot**: -50874.715 eV

```
138
C37H94N6O, DFT the ωB97M-V functional and the def2-TZVPD basis
C 8.54094 -17.06799 -7.40334
C 9.00930 -18.41048 -6.93737
N 10.33780 -18.60259 -6.17929
C 10.14653 -18.51702 -4.74954
C 10.58259 -19.89786 -4.22013
C 11.55912 -17.93179 -6.57892
C 12.10271 -18.22055 -7.98129
H 7.64608 -17.26282 -7.99440
H 9.30601 -16.50648 -7.93949
H 8.15359 -16.59261 -6.50219
H 8.24283 -19.02542 -6.46568
H 9.22564 -18.87951 -7.89721
H 10.63397 -17.63397 -4.33638
H 9.08460 -18.43465 -4.51795
H 11.64916 -20.04865 -4.38681
H 10.30595 -19.86002 -3.16650
H 10.07284 -20.80734 -4.53816
H 12.31733 -18.12607 -5.82031
H 11.29865 -16.88501 -6.73548
H 12.89760 -17.48061 -8.07486
H 11.28702 -18.18273 -8.70330
H 12.48028 -19.23962 -8.06534
C 5.17939 -5.74753 -3.47190
C 6.08541 -6.35368 -4.52502
N 5.48690 -7.61026 -5.01258
C 4.20700 -7.28445 -5.80663
C 3.45506 -8.54742 -6.23316
C 6.40690 -8.27384 -5.93590
C 7.57843 -8.82578 -5.19213
H 4.92466 -6.52004 -2.74635
H 4.35271 -5.14019 -3.84045
H 5.73503 -5.16377 -2.73801
H 6.26907 -5.59557 -5.28635
H 7.01596 -6.67685 -4.05841
H 3.54952 -6.65264 -5.20944
H 4.44795 -6.61062 -6.62883
H 4.11586 -9.04418 -6.94356
H 3.12824 -9.17924 -5.40727
H 2.55144 -8.36641 -6.81522
H 6.82394 -7.64032 -6.71874
H 5.89553 -9.14478 -6.34588
H 8.01046 -9.51752 -5.91528
H 7.32010 -9.45758 -4.34232
H 8.25330 -7.97385 -5.10927
C -5.56306 -9.47398 2.69844
C -4.21574 -8.74724 2.68797
N -3.12660 -9.70889 2.82370
C -3.09554 -10.47844 4.11424
C -3.06038 -9.69559 5.46636
C -1.80953 -9.06296 2.52041
C -1.55741 -8.80321 1.02575
H -5.45378 -10.48711 2.31151
H -6.29108 -8.94397 2.08431
H -5.76713 -9.54578 3.76676
H -4.11546 -8.27692 1.70980
H -4.16917 -7.98293 3.46371
H -3.93722 -11.16806 4.17853
H -2.17163 -11.05546 4.07537
H -2.82444 -10.24839 6.37567
H -2.33472 -8.88925 5.57278
H -4.03043 -9.25055 5.68787
H -0.95677 -9.67173 2.82093
H -1.76956 -8.08151 2.99292
H -0.62596 -8.27799 0.81449
H -2.33192 -8.18947 0.56579
H -1.61023 -9.75667 0.50017
C 8.25029 -14.53419 5.16725
C 8.66696 -13.43857 4.17769
N 7.45547 -12.82315 3.66891
C 6.94981 -13.60629 2.52063
C 5.44147 -13.30624 2.36293
C 7.59109 -11.40432 3.36174
C 8.70285 -10.94406 2.45961
H 7.82825 -14.35451 6.15605
H 9.09526 -15.18300 5.39787
H 7.54232 -15.16148 4.62560
H 9.34499 -12.85529 4.80073
H 9.28667 -13.96065 3.44865
H 6.94246 -14.68832 2.65202
H 7.46544 -13.38146 1.58700
H 5.25619 -12.33628 1.90144
H 4.94842 -13.25200 3.33353
H 5.00396 -14.12311 1.78900
H 6.68218 -10.98927 2.92619
H 7.76562 -10.90641 4.31554
H 9.51186 -10.71320 3.15266
H 8.92831 -11.69124 1.69870
H 8.53729 -9.99242 1.95456
C -6.54910 -15.87893 -9.03989
C -7.19686 -17.33015 -9.09332
N -8.61297 -17.46004 -8.78825
C -8.94407 -18.84396 -8.66657
C -8.76555 -19.79034 -9.87503
C -9.41511 -16.74393 -9.81830
C -10.87402 -16.80403 -9.41194
H -7.07190 -15.31949 -8.26412
H -6.79277 -15.30913 -9.93658
H -5.46219 -15.84672 -8.96444
H -6.93999 -17.83441 -10.02489
H -6.66906 -17.90969 -8.33592
H -8.22139 -19.27253 -7.97220
H -9.92549 -19.06357 -8.24620
H -8.76558 -20.81210 -9.49540
H -9.61558 -19.59031 -10.52738
H -7.89786 -19.67078 -10.52381
H -9.24439 -17.12741 -10.82424
H -9.04105 -15.72298 -9.74203
H -11.44275 -16.10180 -10.02147
H -11.02040 -16.64089 -8.34421
H -11.13941 -17.82139 -9.69939
C -6.62942 -18.50312 0.71167
C -6.27711 -18.45107 -0.76821
N -4.85796 -18.67333 -1.00933
C -4.00041 -17.56902 -0.51633
C -4.25232 -16.11801 -1.03013
C -4.44660 -20.05433 -0.84861
C -3.02663 -20.27026 -1.42236
H -6.18605 -19.32092 1.27977
H -7.70716 -18.42495 0.85477
H -6.29693 -17.58733 1.20043
H -6.88562 -19.12936 -1.36632
H -6.41128 -17.46804 -1.21960
H -4.03968 -17.55559 0.57289
H -2.97081 -17.72828 -0.83675
H -4.33525 -16.16483 -2.11596
H -5.14115 -15.96282 -0.41858
H -3.46571 -15.44581 -0.68735
H -5.00651 -20.72245 -1.50300
H -4.45431 -20.34388 0.20219
H -2.33361 -19.65474 -0.84878
H -2.93430 -19.85677 -2.42665
H -2.73773 -21.31878 -1.49467
C 1.25306 -15.79030 -4.35590
O 0.33796 -15.58369 -5.41904
H 2.26686 -15.47496 -4.60260
H 0.93491 -15.11819 -3.55894
H 1.11368 -16.84669 -4.12631
H 0.09732 -14.65523 -5.45951
```

=====

Entry 2:
This record from OMol25 describes a cluster of 9 separate species, C22H63N4O16 in total in a non-equilibrium geometry. The level of theory is the ωB97M-V functional and the def2-TZVPD basis.

Summary:
**Kohn-Sham gap**: 6.332 eV
**LUMO energy**: 0.0669 Ha
**Relative energy (zero: lowest compared OMol25 entry of this formula, charge and spin)**: 144.2 kcal per mole
**E_tot**: -62546.593 eV
**Charge**: -1

```
105
C22H63N4O16, DFT the ωB97M-V functional and the def2-TZVPD basis
N 24.11831 -6.57364 -3.36662
O 23.41225 -6.83310 -4.29244
O 24.99457 -5.74389 -3.40367
O 23.84262 -7.16731 -2.32612
C 24.24408 -6.85095 4.74740
C 25.34019 -7.75550 4.09501
O 25.91251 -7.12101 2.97428
O 24.83707 -5.87773 5.69416
H 23.58386 -7.55451 5.25454
H 23.64792 -6.44864 3.92835
H 24.82389 -8.67784 3.82888
H 26.11937 -8.09367 4.77810
H 25.31301 -7.33826 2.25665
H 24.05449 -5.52860 6.12691
C 17.64397 -4.86745 -7.07359
C 16.78347 -5.41441 -5.92386
O 15.42587 -5.33463 -6.31680
O 17.37262 -5.48092 -8.33504
H 18.68978 -5.05517 -6.83036
H 17.59378 -3.78136 -7.15088
H 17.05564 -4.82444 -5.04867
H 17.14885 -6.43796 -5.84043
H 15.15168 -6.24322 -6.46132
H 16.54444 -5.06209 -8.58063
C 29.97936 -6.73091 -5.31587
C 30.46578 -6.94552 -3.82115
O 31.76479 -6.42487 -3.55111
O 29.40582 -5.52264 -5.59939
H 29.26077 -7.49541 -5.61130
H 30.73673 -6.94013 -6.07133
H 30.55224 -8.02430 -3.69127
H 29.74869 -6.67705 -3.04538
H 32.39330 -7.14030 -3.67253
H 28.57319 -5.43061 -5.13049
C 20.24337 -12.27978 -7.03280
C 21.13428 -13.27182 -7.70248
O 20.57124 -13.78532 -8.85396
O 19.52355 -12.90747 -5.97234
H 19.55625 -11.72460 -7.67135
H 20.83554 -11.46849 -6.60945
H 21.41098 -14.12242 -7.07957
H 22.00968 -12.74919 -8.08800
H 20.53271 -13.04910 -9.46886
H 19.41974 -12.31349 -5.22534
C 21.64482 -1.75249 -0.47112
C 20.66893 -2.30545 -1.50206
O 20.26609 -1.41924 -2.53682
O 22.87364 -1.46273 -0.98962
H 21.75314 -2.50664 0.30839
H 21.36539 -0.77031 -0.08990
H 19.80299 -2.71197 -0.97957
H 21.16800 -3.19028 -1.89716
H 21.05443 -1.01331 -2.90472
H 23.08311 -2.17706 -1.59580
C 18.08664 -10.31312 1.81104
C 18.70520 -11.48257 0.96728
C 17.88877 -12.71315 0.83686
O 17.64612 -13.46753 1.96193
C 16.97651 -14.72429 1.68441
N 18.83762 -10.82015 -0.30998
H 17.09639 -10.05544 1.43541
H 18.63703 -9.37674 1.90241
H 17.99774 -10.68009 2.83355
H 19.69108 -11.80553 1.30171
H 18.55346 -13.34395 0.24663
H 16.97974 -12.47868 0.28296
H 16.84629 -15.29834 2.60180
H 17.67160 -15.31821 1.09094
H 16.00291 -14.59166 1.21260
H 19.70825 -10.31958 -0.41739
H 18.11317 -10.11783 -0.35492
C 24.58921 -15.34325 -0.94249
C 24.96695 -13.86598 -0.84021
C 26.59496 -13.60470 -0.91171
O 27.42029 -14.13119 0.13210
C 27.08642 -13.64654 1.44046
N 24.34630 -13.10365 -1.90240
H 23.50387 -15.39227 -0.85446
H 24.95657 -15.91924 -0.09315
H 24.94491 -15.73954 -1.89356
H 24.67005 -13.54584 0.15853
H 26.79993 -12.56527 -1.16794
H 26.97052 -14.13723 -1.78548
H 27.37063 -12.59460 1.41303
H 27.84357 -14.04060 2.11835
H 26.05151 -13.80391 1.74427
H 24.36622 -12.09516 -1.85090
H 23.37112 -13.36515 -1.92944
C 24.03169 -4.85508 -10.37136
C 24.06630 -6.21423 -10.91463
C 25.50098 -6.75909 -11.05635
O 26.30094 -5.82847 -11.86143
C 27.56841 -6.33914 -12.09611
N 23.23051 -7.03435 -10.02740
H 23.06037 -4.38490 -10.52486
H 24.77028 -4.21223 -10.85024
H 24.25427 -4.86359 -9.30436
H 23.62305 -6.23336 -11.91026
H 25.58115 -7.70398 -11.59380
H 25.95553 -6.79530 -10.06631
H 28.23171 -5.59250 -12.53275
H 27.48174 -7.19629 -12.76384
H 27.94222 -6.75282 -11.15950
H 23.57160 -7.00182 -9.07730
H 22.38233 -6.49449 -9.93126
```

=====

Entry 3:
This record from OMol25 describes a structure of composition C10H14BN7O2W in a non-equilibrium geometry. The level of theory is the ωB97M-V functional and the def2-TZVPD basis.

Summary:
**<S²>**: 2.25
**Kohn-Sham gap (spin up / spin down)**: 5.361 / 5.448 eV
**LUMO energy (spin up / spin down)**: -0.6863 / -0.6848 Ha
**Multiplicity**: 3
**Relative energy (zero: lowest compared OMol25 entry of this formula, charge and spin)**: 0.0 kcal per mole
**E_tot**: -27565.847 eV
**Charge**: +4

```
35
C10H14BN7O2W, DFT the ωB97M-V functional and the def2-TZVPD basis
C 3.03081 -0.03958 0.02745
N 1.74374 -0.10256 -0.43648
N 1.75528 -0.01581 -1.80977
C 3.03240 0.08713 -2.21028
C 3.85682 0.06112 -1.09551
B 0.48820 0.15442 -2.69751
N -0.52094 -0.98963 -2.45912
N -0.92796 -1.38580 -1.18866
C -1.82784 -2.42179 -1.35470
C -1.87642 -2.73482 -2.71357
C -1.06046 -1.81914 -3.36402
W 0.10182 -0.92330 0.48115
N -0.15483 1.55345 -2.42645
N -0.56742 1.78747 -1.15258
C -1.08657 3.01056 -1.10417
C -1.02931 3.59087 -2.39642
C -0.42755 2.62853 -3.21281
H -1.47654 3.42034 -0.18012
H -0.18817 2.62389 -4.27072
H -1.37811 4.56803 -2.67300
H 0.83525 0.13823 -3.84393
H -0.81459 -1.72597 -4.41624
H 3.28905 0.16019 -3.25403
H -2.41352 -3.54284 -3.18088
H 4.92423 0.11089 -1.08928
H -2.32052 -2.88791 -0.51533
H 3.28990 -0.02763 1.07734
H -1.52675 -0.07075 1.04797
C -1.41819 -0.85444 1.91956
H -2.25753 -1.55689 1.87619
H -0.40861 -1.50816 1.95762
H -1.44077 -0.27356 2.84248
O 1.50130 1.79442 1.45979
N 0.77884 0.82017 1.79525
O 0.41444 0.75506 3.02379
```

=====

Entry 4:
This record from OMol25 describes a structure of composition C4H5F2N in a non-equilibrium geometry. The level of theory is the ωB97M-V functional and the def2-TZVPD basis.

Summary:
**Kohn-Sham gap**: 11.822 eV
**LUMO energy**: 0.0365 Ha
**Relative energy (zero: lowest compared OMol25 entry of this formula, charge and spin)**: 33.2 kcal per mole
**E_tot**: -11152.044 eV

```
12
C4H5F2N, DFT the ωB97M-V functional and the def2-TZVPD basis
C 0.30590 0.23019 0.24586
C 0.35356 -1.37384 -0.92304
C -0.81805 -0.30219 -0.63038
C 0.42210 1.42631 1.14005
N 1.22460 -0.56954 -0.08379
F -1.92759 -0.90362 0.04814
F -1.39655 0.28415 -1.67464
H 0.01969 -2.32370 -0.37220
H 0.57802 -1.48156 -2.04136
H 0.28512 0.84470 2.07603
H -0.35997 2.08430 1.05399
H 1.31317 2.08480 1.16133
```

=====

Entry 5:
This record from OMol25 describes a cluster of 12 separate species, C7H39NO11 in total in a non-equilibrium geometry. The level of theory is the ωB97M-V functional and the def2-TZVPD basis.

Summary:
**<S²>**: 0.75
**Kohn-Sham gap (spin up / spin down)**: 9.150 / 4.834 eV
**LUMO energy (spin up / spin down)**: -0.1108 / -0.2695 Ha
**Multiplicity**: 2
**Relative energy (zero: lowest compared OMol25 entry of this formula, charge and spin)**: 0.0 kcal per mole
**E_tot**: -31896.042 eV
**Charge**: +1

```
58
C7H39NO11, DFT the ωB97M-V functional and the def2-TZVPD basis
C 4.22460 -0.21850 3.20534
C 4.34459 -0.35146 1.64367
C 3.56614 -1.66368 1.28129
N 3.67662 0.72004 0.93258
C 2.25028 0.96330 0.90285
C 1.88798 2.36312 1.40532
C 0.56621 2.87823 0.82955
C 1.78577 2.37835 2.97105
H 3.52340 0.56416 3.44237
H 5.19335 -0.09152 3.66586
H 3.79844 -1.12236 3.60619
H 5.38409 -0.30184 1.33130
H 4.25881 -2.48847 1.42019
H 2.69575 -1.73489 1.92027
H 3.18577 -1.59187 0.26879
H 4.12490 1.63060 1.07433
H 2.03028 0.94226 -0.18807
H 1.71684 0.06046 1.20656
H 2.64948 3.05642 1.05900
H -0.35787 2.52436 1.26933
H 0.66316 3.95894 0.74136
H 0.40435 2.56923 -0.21356
H 1.06170 3.16063 3.20451
H 1.53266 1.44337 3.43897
H 2.70033 2.89541 3.28438
H -1.78564 -3.98637 -4.20489
H -0.44633 -3.47735 -3.84605
O -1.00009 -4.25404 -3.73099
H -2.57322 -1.18236 2.40091
H -4.07364 -0.91812 2.05632
O -3.23356 -0.47034 2.32367
H -1.91354 -5.24280 -2.11108
H -2.03472 -3.78413 -1.84639
O -2.26022 -4.63572 -1.45554
H -2.75037 0.46655 0.87415
H -3.23804 1.94734 0.36849
O -2.97356 1.03967 0.09866
H 4.28495 0.57079 -5.29635
H 4.41785 0.58780 -3.73883
O 3.83493 0.69437 -4.47168
H -2.49029 2.82615 2.20406
H -3.09021 4.17131 1.47636
O -2.49889 3.40909 1.40128
H -1.63045 -0.91758 -3.35542
H -0.16333 -1.19828 -3.92754
O -1.08707 -1.49792 -3.95125
H -3.06771 0.84264 -2.77957
H -2.71677 0.38218 -1.35435
O -2.81464 0.01563 -2.29873
H 1.60477 0.00649 -4.37295
H 2.30191 -0.23331 -3.19474
O 1.61462 -0.67146 -3.69447
H -4.35677 -1.55336 -0.20843
H -4.44810 -2.95945 0.27011
O -4.45932 -2.04468 0.61120
H -2.58061 1.75235 4.18625
H -3.92179 1.63259 3.55622
O -3.33001 2.31701 3.90936
```